# 1
Molecular formula: C3H4BrO3Zr
Method: DFT, ωB97M-V/def2-TZVPD

```
! wB97M-V def2-TZVPD RIJCOSX def2/J DEFGRID3
* xyz 3 1
Zr -0.454 -5.195 0.247
Br 1.191 -3.332 1.105
C -0.174 0.401 0.690
C 0.864 1.195 -0.008
O 0.090 1.718 -1.060
C -1.025 0.994 -1.184
O -1.735 1.049 -2.201
O -1.168 0.205 -0.199
H -0.521 0.880 1.605
H 0.125 -0.638 0.832
H 1.712 0.662 -0.439
H 1.096 2.060 0.613
*
```

## Properties
LUMO level   -0.682 hartree

---

# 2
Molecular formula: C3H4CdO2
Method: DFT, ωB97M-V/def2-TZVPD

```
! wB97M-V def2-TZVPD RIJCOSX def2/J DEFGRID3
* xyz 1 2
C 0.832 0.015 0.451
C 1.968 0.719 0.223
H 2.703 0.870 1.014
H 2.060 1.258 -0.721
C 0.626 -0.844 -0.773
O 0.187 -1.990 -0.674
Cd -0.507 -3.488 -1.806
H 0.639 -0.317 -1.741
O 0.562 -0.522 1.647
H 0.111 -1.371 1.538
*
```

## Properties
Expectation value of S²   0.75
LUMO level (alpha / beta)   -0.171 / -0.242 hartree

---

# 3
Molecular formula: C3H4Cl2
Method: DFT, ωB97M-V/def2-TZVPD

```
! wB97M-V def2-TZVPD RIJCOSX def2/J DEFGRID3
* xyz 0 1
Cl -0.756 -2.314 0.136
C -0.078 -0.783 0.109
C 0.846 -0.095 0.696
C 0.970 -0.287 -0.789
H 1.308 0.296 1.574
H 0.939 0.652 -1.333
H 1.769 -0.872 -1.057
Cl -1.840 1.775 0.242
H -3.158 1.628 0.421
*
```

## Properties
SMILES   ClC1=CC1.Cl
LUMO level   0.024 hartree

---

Quick rundown of maximum force, same order as above: 4.10; 3.97; 3.00 eV/A
Quick rundown of ΔE to the lowest compared entry with this formula, charge and spin, same order as above: 27.0; 0.0; 67.2 kcal per mole